[1]
Entry from OMol25: a molecular structure, C32H46BrN3P2Pt (ωB97M-V with the def2-TZVPD basis set).

Multiplicity: 3
Relative energy (zero: lowest compared OMol25 entry of this formula, charge and spin) in kcal/mol: 119.26
DFT total energy in hartree: -4786.4935
HOMO (spin up / spin down) in eV: -12.441 / -12.720
Gap between HOMO and LUMO (spin up / spin down) in eV: 6.73 / 4.18
Total charge: +2

Atoms and positions in Å:
N1 6.8495 0.0249 3.1106
C1 6.0196 -0.5173 3.9613
C2 4.6351 -0.4258 3.8310
C3 4.0744 0.2179 2.7017
C4 5.0092 0.8242 1.8010
C5 6.3763 0.6796 2.0596
C6 2.6733 -0.0668 2.3256
Pt1 0.9517 0.8771 1.6372
P1 -2.4415 -1.2972 -3.9274
C7 2.4670 -0.1533 0.8324
C8 2.0563 -1.4286 0.1131
C9 2.0880 -1.4783 -1.2959
C10 1.3382 -2.4560 -2.0054
C11 0.5789 -3.2742 -1.1314
C12 1.0005 -3.5682 0.1432
C13 1.6574 -2.5475 0.8394
Br1 -1.3762 -3.7196 -0.5741
H1 2.0640 -0.6402 3.0606
H2 3.0303 0.5299 0.1617
H3 3.9900 -0.8557 4.5850
H4 4.7390 1.4197 0.9170
H5 6.4493 -1.0449 4.7987
H6 7.1288 1.1329 1.4110
H7 2.7246 -0.7058 -1.7857
H8 1.6744 -2.5565 1.9171
H9 1.2933 -2.3377 -3.0866
H10 0.5586 -4.3213 0.7886
P2 0.2341 2.4777 0.2129
C14 -1.7430 -2.7982 -3.1520
C15 -1.9313 -4.1553 -3.8067
H11 -2.3020 -2.7835 -2.1972
H12 -0.6820 -2.5946 -2.9523
H13 -1.6253 -4.9552 -3.1003
H14 -2.9629 -4.2856 -4.1437
H15 -1.2700 -4.1876 -4.6783
C16 -0.9783 -0.4253 -4.6071
C17 -1.0695 -0.4100 -6.1221
H16 -0.0704 -0.9378 -4.2583
H17 -1.0289 0.5849 -4.1782
H18 -0.1398 -0.0329 -6.5387
H19 -1.2576 -1.4027 -6.5305
H20 -1.8728 0.2413 -6.4707
C18 -3.2087 -0.3233 -2.5719
C19 -4.7269 -0.5698 -2.6289
H21 -2.9732 0.7357 -2.8088
H22 -2.7681 -0.6304 -1.5901
H23 -5.2769 0.2616 -2.1841
H24 -5.0997 -0.6860 -3.6530
H25 -5.0125 -1.4855 -2.0878
C20 -1.5646 2.7596 0.4007
C21 -2.1194 4.1791 0.6732
H26 -1.9379 2.1149 1.2178
H27 -2.0128 2.3762 -0.5291
H28 -1.8332 4.5066 1.6970
H29 -1.7523 4.9263 -0.0691
H30 -3.2348 4.1571 0.6382
C22 0.5939 1.8665 -1.4358
C23 1.5147 2.6016 -2.4522
H31 -0.3979 1.7628 -1.9020
H32 1.0121 0.8467 -1.2954
H33 1.4897 3.7021 -2.3386
H34 2.5695 2.2699 -2.3596
H35 1.2183 2.3251 -3.4867
C24 1.2586 3.9638 0.4471
C25 1.6995 4.2830 1.8774
H36 0.7173 4.8319 0.0235
H37 2.1445 3.8291 -0.2065
H38 2.4378 5.0993 1.8442
H39 0.8969 4.6138 2.5573
H40 2.2038 3.4010 2.3259
N2 -2.5113 0.9706 4.0637
C26 -1.3911 1.4077 3.4394
N3 -0.7590 0.3859 2.8347
C27 -1.5417 -0.7870 3.0808
C28 -1.2839 -2.1506 2.9475
C29 -2.2650 -3.0637 3.3748
C30 -3.4154 -2.6289 4.0835
C31 -3.6093 -1.2711 4.3611
C32 -2.6666 -0.3960 3.8342
H41 -3.0953 1.5296 4.6963
H42 -1.1704 2.4790 3.3771
H43 -0.3185 -2.4636 2.5649
H44 -2.1468 -4.1256 3.1769
H45 -4.1379 -3.3751 4.4318
H46 -4.4355 -0.8766 4.9643

[2]
Entry from OMol25: a molecular structure, C32H46BrN3P2SV (ωB97M-V with the def2-TZVPD basis set).

Multiplicity: 4
Relative energy (zero: lowest compared OMol25 entry of this formula, charge and spin) in kcal/mol: 5.16
DFT total energy in hartree: -6009.4105
HOMO (spin up / spin down) in eV: -11.291 / -11.289
Gap between HOMO and LUMO (spin up / spin down) in eV: 3.50 / 3.53
Total charge: +2

Atoms and positions in Å:
N1 8.2659 -1.1715 3.4096
C1 7.2983 -1.4183 4.3000
C2 5.9820 -1.0204 4.0999
C3 5.6059 -0.3404 2.9057
C4 6.6654 -0.1181 1.9645
C5 7.9634 -0.5350 2.2866
C6 4.2252 -0.0013 2.6795
V1 1.4475 0.9056 1.1867
P1 -3.5007 -1.7606 -3.6069
C7 3.6906 0.3301 1.4302
C8 2.7523 -0.6379 0.8431
C9 2.4211 -0.5327 -0.5338
C10 1.3803 -1.2975 -1.0881
C11 0.3854 -1.8032 -0.2341
C12 0.5500 -1.6772 1.1580
C13 1.7497 -1.2109 1.7051
Br1 -1.2913 -2.3095 -0.9288
H1 3.5238 -0.1804 3.5098
H2 4.2877 0.9290 0.7342
H3 5.2385 -1.2664 4.8542
H4 6.4859 0.3619 1.0006
H5 7.5885 -1.9575 5.1937
H6 8.7793 -0.3427 1.5857
H7 3.2017 -0.1104 -1.1796
H8 1.9862 -1.4877 2.7311
H9 1.2885 -1.4111 -2.1722
H10 -0.1465 -2.1092 1.8819
P2 0.0764 2.1911 -0.6704
C14 -3.3569 -3.3809 -2.7479
C15 -3.5846 -4.7000 -3.4801
H11 -3.9860 -3.3270 -1.8442
H12 -2.2816 -3.4294 -2.4512
H13 -3.4743 -5.5043 -2.7375
H14 -4.5760 -4.7730 -3.9407
H15 -2.8106 -4.8524 -4.2437
C16 -1.8458 -1.2474 -4.1878
C17 -1.9237 -0.9047 -5.6886
H16 -1.1440 -2.0809 -4.0104
H17 -1.5342 -0.3716 -3.5954
H18 -0.9147 -0.7888 -6.1072
H19 -2.4398 -1.6941 -6.2550
H20 -2.4682 0.0361 -5.8584
C18 -4.0602 -0.4647 -2.4455
C19 -5.5879 -0.3465 -2.5480
H21 -3.5964 0.4790 -2.7745
H22 -3.7089 -0.6934 -1.4347
H23 -5.9384 0.6410 -2.2273
H24 -5.9077 -0.4784 -3.5890
H25 -6.1000 -1.0996 -1.9527
C20 -1.2657 3.4764 -0.8253
C21 -0.8989 4.9592 -0.7248
H26 -2.0428 3.2228 -0.0855
H27 -1.7421 3.3037 -1.8033
H28 -0.5411 5.2490 0.2720
H29 -0.1520 5.2634 -1.4697
H30 -1.7888 5.5693 -0.9266
C22 0.3701 1.8854 -2.4716
C23 1.8149 1.7766 -2.9371
H31 -0.1444 2.6775 -3.0357
H32 -0.1594 0.9426 -2.6821
H33 2.4151 2.6521 -2.6667
H34 2.2976 0.8891 -2.5189
H35 1.8516 1.6833 -4.0300
C24 1.5437 3.1698 -0.0663
C25 1.6499 3.1983 1.4712
H36 1.3745 4.1882 -0.4258
H37 2.4795 2.8379 -0.5456
H38 2.2448 2.3382 1.8864
H39 2.2867 4.0374 1.7804
H40 0.6903 3.2816 2.0104
N2 -1.3396 2.7941 2.5381
C26 -1.7181 1.5515 2.9573
N3 -1.4223 0.4237 2.3367
C27 -2.0903 -0.6570 2.9430
C28 -2.2138 -1.9978 2.5039
C29 -2.6780 -2.9932 3.3706
C30 -3.3101 -2.6040 4.5644
C31 -3.3953 -1.2455 4.9315
C32 -2.7629 -0.2983 4.1235
S1 -2.6895 1.4485 4.3862
H41 -1.7593 3.5556 3.0686
H42 -1.3190 2.9680 1.5343
H43 -2.0015 -2.2471 1.4640
H44 -2.5778 -4.0635 3.1139
H45 -3.7654 -3.3607 5.1960
H46 -3.9016 -0.9130 5.8360

What is the multiplicity in the second record?
4

Which of these has the highest DFT total energy?
C32H46BrN3P2Pt